# 1
14
Properties=species:S:1:pos:R:3 method="wB97M-V/def2-TZVPD" total_energy_ev=-7803.1712 homo_energy_ev=-9.03 homo_lumo_gap_ev=9.8 multiplicity=1
H -1.84 -0.33 -1.99
O 0.43 -2.52 -0.15
H -0.20 2.26 -0.99
C 0.68 1.69 -0.77
O -1.53 -0.12 -1.11
H -0.91 -0.81 -0.93
H -0.94 0.89 1.14
C 0.01 0.61 1.38
H 0.97 -1.90 0.45
N 0.83 0.85 0.21
H 0.37 -3.34 0.28
H 0.43 1.41 2.11
H 0.35 -0.32 1.91
H 1.36 1.63 -1.55


# 2
14
Properties=species:S:1:pos:R:3 method="wB97M-V/def2-TZVPD" total_energy_ev=-7801.0799 homo_energy_ev=-10.17 homo_lumo_gap_ev=10.5 multiplicity=1
H -1.52 1.72 -0.96
H -1.46 -0.57 -0.51
O 0.11 0.72 -1.13
H -0.11 2.35 0.08
C 1.25 -1.59 1.65
H 1.65 -2.20 0.84
N -1.41 -0.06 -1.39
C -0.37 1.98 -0.92
H 2.05 -0.95 2.04
H 0.90 -2.25 2.45
H 0.41 -0.22 0.52
H -0.20 2.66 -1.76
O 0.13 -0.83 1.23
H -1.43 -0.77 -2.13


# 3
14
Properties=species:S:1:pos:R:3 method="wB97M-V/def2-TZVPD" total_energy_ev=-7802.8161 homo_energy_ev=-9.15 homo_lumo_gap_ev=10.0 multiplicity=1
C 0.22 0.40 -0.16
C 0.30 -1.51 1.68
H -2.11 1.22 -2.53
H -0.83 -1.83 1.95
H 1.05 -1.74 2.43
H 0.70 -1.98 0.68
H -0.64 1.40 -2.51
H -0.52 0.98 -0.61
H -0.59 0.34 1.75
O 1.33 1.20 -0.37
O -1.27 0.93 -2.96
H 2.11 1.02 0.25
H 0.07 -0.34 -0.90
N 0.18 -0.11 1.30


# 4
14
Properties=species:S:1:pos:R:3 method="wB97M-V/def2-TZVPD" total_energy_ev=-7795.2524 homo_energy_ev="-14.87 / -14.87" homo_lumo_gap_ev="11.3 / 5.9" charge=+1 multiplicity=2
O 1.21 -1.00 -2.13
H 2.10 -1.25 -1.97
C 0.32 0.03 1.20
H 0.75 -0.94 -1.28
C -1.22 1.26 -0.23
H -1.23 -0.84 0.15
H -2.25 1.23 -0.62
H -0.55 1.33 -1.08
H 0.91 0.93 1.05
H 0.21 -0.13 2.29
H -1.21 2.15 0.41
N -1.03 0.07 0.58
O 1.08 -0.99 0.62
H 0.93 -1.86 1.01


# 5
15
Properties=species:S:1:pos:R:3 method="wB97M-V/def2-TZVPD" total_energy_ev=-9850.9926 homo_energy_ev="0.38 / -3.62" homo_lumo_gap_ev="2.7 / 6.7" charge=-1 multiplicity=2
H 0.65 0.48 -1.98
H -4.12 -3.57 3.51
H 1.28 1.45 1.56
H -1.48 2.10 -2.59
O 2.49 -0.14 2.07
C 1.82 0.55 1.23
H 2.89 0.55 -0.72
C 1.96 0.20 -0.24
N 0.83 0.71 -1.01
H -0.02 0.57 -0.48
O -0.82 2.06 -3.30
O -3.73 -3.58 2.63
H -0.02 2.18 -2.77
H -3.76 -2.67 2.31
H 2.02 -0.90 -0.23


# 6
15
Properties=species:S:1:pos:R:3 method="wB97M-V/def2-TZVPD" total_energy_ev=-9849.6428 homo_energy_ev=-8.43 homo_lumo_gap_ev=9.3 multiplicity=1
H -2.77 0.86 -1.50
N 2.09 0.13 1.06
H 1.04 -1.94 0.57
H -1.68 -0.52 -1.21
O 0.34 -1.26 0.52
H -0.99 0.45 0.79
H -0.18 0.88 -0.21
O 1.46 -0.05 -1.14
H 1.81 0.15 2.03
O -1.48 1.04 0.11
C -2.33 0.22 -0.74
H 2.22 -0.66 -1.15
H -3.09 -0.27 -0.14
C 0.94 -0.02 0.18
H 2.61 0.97 0.84


# 7
16
Properties=species:S:1:pos:R:3 method="wB97M-V/def2-TZVPD" total_energy_ev=-11899.6836 homo_energy_ev=-10.09 homo_lumo_gap_ev=10.6 multiplicity=1
H -0.15 5.79 2.31
C -0.42 0.40 -2.41
H -0.66 4.72 3.27
O -0.82 5.52 2.89
O -0.22 -3.42 3.46
O 1.21 -0.32 -0.65
H -1.10 0.85 -1.69
N -0.40 -1.04 -2.05
H 2.11 -0.61 -0.38
H 0.45 1.00 -2.43
C 0.75 -1.34 -1.38
H -0.27 -4.30 3.90
H -0.68 -1.71 -2.71
H -0.13 -3.51 2.48
O 1.38 -2.42 -1.39
H -1.05 0.40 -3.22


# 8
17
Properties=species:S:1:pos:R:3 method="wB97M-V/def2-TZVPD" total_energy_ev=-13946.5220 homo_energy_ev=-9.74 homo_lumo_gap_ev=10.2 multiplicity=1
C -1.81 1.22 -0.22
O 0.58 -2.22 -0.34
N -0.55 1.68 0.04
O -1.92 0.23 -0.84
O 2.81 -0.69 0.72
H -0.98 -1.32 1.26
H -0.12 -1.91 -1.06
O -0.84 -0.65 1.97
H 0.78 -3.14 -0.66
H 1.96 -0.86 1.16
H 1.59 1.66 -0.27
C 0.67 1.30 -0.57
H -0.49 2.51 0.75
H 2.42 -0.93 -0.19
H -2.70 1.90 0.08
H -0.97 -1.38 2.66
O 0.54 0.40 -1.42


# 9
15
Properties=species:S:1:pos:R:3 method="wB97M-V/def2-TZVPD" total_energy_ev=-27426.3147 homo_energy_ev=-8.82 homo_lumo_gap_ev=9.0 multiplicity=1
C 1.14 -1.96 2.00
H -2.85 -0.42 -1.88
H -0.10 0.35 0.23
O -2.46 0.36 -2.27
C -2.04 1.30 -1.16
N -2.80 2.44 -0.80
H -0.98 1.62 -1.44
H 0.33 -2.52 1.48
H -2.42 3.33 -1.19
S 2.11 -1.53 0.64
H -2.06 0.67 -0.28
H 0.79 -1.02 2.72
H 1.61 -2.72 2.68
H -3.80 2.36 -1.00
S 1.27 0.43 0.45


# 10
15
Properties=species:S:1:pos:R:3 method="wB97M-V/def2-TZVPD" total_energy_ev=-27427.6506 homo_energy_ev=-9.29 homo_lumo_gap_ev=9.8 multiplicity=1
N 1.23 -1.19 -1.49
O 0.49 -2.60 0.32
C -1.02 1.66 0.16
H 1.37 -3.25 -1.41
H -0.31 -2.10 0.11
S -2.37 2.03 1.31
H 2.39 -2.38 -0.28
H 0.53 -1.22 -2.20
H -0.24 1.08 0.67
C 1.41 -2.39 -0.74
H -0.57 2.55 -0.25
H -1.50 1.06 -0.60
S -1.39 2.91 2.90
H 1.42 -0.35 -0.98
H -1.43 4.18 2.48